Run w
C6H11N | ωB97M-V with the def2-TZVPD basis set

Bonds (Å) are listed after each position.
CARTESIAN COORDINATES (ANGSTROEM)
1 C 0.7181 -0.9604 -2.3596  C2 1.520, H8 1.089, H9 1.093, H10 1.081
2 C 0.8093 0.3556 -1.6040  C1 1.520, C3 1.532, H11 1.092, H12 1.088
3 C -0.4252 0.7253 -0.7756  C2 1.532, C4 1.517, H13 1.087, H14 1.092
4 C -0.4426 -0.0659 0.5187  C3 1.517, C5 1.392, N7 1.344
5 C -0.7936 -1.4111 0.5931  C4 1.392, H15 1.076, H16 1.080
6 C -0.2276 0.9591 2.6748  N7 1.250, H17 1.082, H18 1.083
7 N 0.1600 0.4943 1.5809  C4 1.344, C6 1.250
8 H -0.1882 -0.9686 -2.9629  C1 1.089
9 H 0.7340 -1.8332 -1.7017  C1 1.093
10 H 1.5669 -1.0048 -3.0281  C1 1.081
11 H 0.9209 1.1425 -2.3524  C2 1.092
12 H 1.7049 0.4876 -0.9998  C2 1.088
13 H -1.3587 0.5011 -1.2849  C3 1.087
14 H -0.4238 1.7714 -0.4615  C3 1.092
15 H -0.5203 -2.1090 1.3656  C5 1.076
16 H -1.3721 -1.8375 -0.2128  C5 1.080
17 H 0.5035 1.2758 3.4071  C6 1.082
18 H -1.2748 1.0984 2.9129  C6 1.083

## Properties
E_LUMO (spin up / spin down) = -4.31 / -7.42 eV
<S²> = 0.768
highest occupied orbital energy (spin up / spin down) = -15.03 / -15.62 eV
HOMO-LUMO gap (spin up / spin down) = 10.72 / 8.20 eV
spin multiplicity = 2
charge = +1


Run x
C6H11N | ωB97M-V with the def2-TZVPD basis set

Bonds (Å) are listed after each position.
CARTESIAN COORDINATES (ANGSTROEM)
1 C -1.8275 2.3304 -0.4779  C2 1.493, H8 1.109, H9 1.093, H10 1.103
2 C -1.8440 0.9101 -0.9393  C1 1.493, C3 1.381, H11 1.083
3 C -1.0980 -0.0022 -0.2195  C2 1.381, N4 1.344, H12 1.092
4 N -0.1066 -0.7837 -0.6806  C3 1.344, C5 1.518, H13 1.018
5 C 0.5693 -1.6860 0.3356  N4 1.518, C7 1.511, H14 1.096, H15 1.094
6 C 2.9278 -0.7652 0.6476  C7 1.357, H16 1.084, H17 1.077
7 C 1.6501 -0.9315 1.0738  C5 1.511, C6 1.357, H18 1.091
8 H -1.1413 2.4666 0.3830  C1 1.109
9 H -2.7253 2.9039 -0.2346  C1 1.093
10 H -1.2137 2.8101 -1.2589  C1 1.103
11 H -2.7093 0.5713 -1.4961  C2 1.083
12 H -0.9873 0.0030 0.8673  C3 1.092
13 H -0.2587 -1.3281 -1.5273  N4 1.018
14 H -0.2657 -2.0676 0.9350  C5 1.096
15 H 0.8885 -2.5547 -0.2486  C5 1.094
16 H 3.3902 -1.4286 -0.0739  C6 1.084
17 H 3.3640 0.2045 0.8188  C6 1.077
18 H 1.3876 -0.6525 2.0955  C7 1.091

## Properties
E_LUMO (spin up / spin down) = -4.81 / -6.23 eV
<S²> = 0.759
highest occupied orbital energy (spin up / spin down) = -13.28 / -13.30 eV
HOMO-LUMO gap (spin up / spin down) = 8.46 / 7.07 eV
spin multiplicity = 2
charge = +1


Run y
C6H11N | ωB97M-V with the def2-TZVPD basis set

Bonds (Å) are listed after each position.
CARTESIAN COORDINATES (ANGSTROEM)
1 C -0.9037 -2.3570 -0.6620  N7 1.434, H8 1.094, H9 1.086, H17 1.102
2 C 2.4263 1.2486 0.0009  C3 1.371, H10 1.086, H11 1.085
3 C 1.1308 1.2848 0.4469  C2 1.371, C4 1.384, C6 1.495
4 C 0.8604 1.4282 1.7968  C3 1.384, H12 1.088, H13 1.085
5 C -1.1855 0.8323 -0.2695  C6 1.320, H14 1.083, H15 1.081
6 C -0.0027 1.3594 -0.5251  C3 1.495, C5 1.320, H16 1.083
7 N -2.2418 -1.8840 -0.4556  C1 1.434, H18 1.019
8 H -0.8671 -3.3578 -1.1016  C1 1.094
9 H -0.3323 -1.6817 -1.2926  C1 1.086
10 H 3.2451 1.3762 0.7034  C2 1.086
11 H 2.7258 1.1406 -1.0364  C2 1.085
12 H 1.7028 1.3327 2.4787  C4 1.088
13 H -0.1810 1.6316 2.0218  C4 1.085
14 H -2.0067 0.8625 -0.9744  C5 1.083
15 H -1.3230 0.0673 0.4817  C5 1.081
16 H 0.2683 1.8178 -1.4676  C6 1.083
17 H -0.4518 -2.4111 0.3412  C1 1.102
18 H -2.8638 -2.6903 -0.4867  N7 1.019

## Properties
E_LUMO (spin up / spin down) = -7.59 / -7.60 eV
<S²> = 0.754
highest occupied orbital energy (spin up / spin down) = -13.03 / -13.20 eV
HOMO-LUMO gap (spin up / spin down) = 5.44 / 5.60 eV
spin multiplicity = 2
charge = +1


Of them, run y has the lowest stability.


Run w
C3H14O4 | ωB97M-V with the def2-TZVPD basis set

Bonds (Å) are listed after each position.
CARTESIAN COORDINATES (ANGSTROEM)
1 C 11.7369 15.0028 -24.5115  O2 1.373, H3 1.090, H4 1.090, H5 1.090
2 O 11.2812 16.1102 -25.1840  C1 1.373, H6 0.960
3 H 12.2961 14.4202 -25.2436  C1 1.090
4 H 12.4705 15.2603 -23.7475  C1 1.090
5 H 11.0007 14.3372 -24.0609  C1 1.090
6 H 10.5394 15.8310 -25.7255  O2 0.960
7 C 15.8584 19.0251 -30.0441  O8 1.367, H9 1.090, H10 1.090, H11 1.090
8 O 14.6719 19.6756 -29.8529  C7 1.367, H12 0.960
9 H 16.6809 19.6053 -29.6257  C7 1.090
10 H 15.9767 18.0531 -29.5653  C7 1.090
11 H 15.9741 18.8336 -31.1109  C7 1.090
12 H 13.9347 19.1808 -30.2179  O8 0.960
13 C 12.5452 20.3142 -20.9526  O14 1.410, H15 1.090, H16 1.090, H17 1.090
14 O 13.8217 20.3910 -21.5473  C13 1.410, H18 0.960
15 H 11.8927 19.7355 -21.6063  C13 1.090
16 H 12.6208 19.7608 -20.0166  C13 1.090
17 H 12.1703 21.3202 -20.7640  C13 1.090
18 H 13.6375 20.4358 -22.4884  O14 0.960
19 O 13.1103 20.0818 -26.0340  H20 0.957, H21 0.957
20 H 12.7880 19.1903 -25.9020  O19 0.957
21 H 13.3784 20.1065 -26.9526  O19 0.957

## Properties
E_LUMO = 0.45 eV
SMILES = CO.CO.CO.O
highest occupied orbital energy = -10.12 eV
HOMO-LUMO gap = 10.57 eV
charge = 0


Run x
C3H14O4 | ωB97M-V with the def2-TZVPD basis set

Bonds (Å) are listed after each position.
CARTESIAN COORDINATES (ANGSTROEM)
1 C 2.4228 -2.5485 -0.2992  C2 1.322, H4 1.083, H5 1.089
2 C 3.0790 -2.6707 0.8424  C1 1.322, C3 1.504, H6 1.085
3 C 2.3576 -3.1062 2.0878  C2 1.504, H7 1.092, H8 1.100, H9 1.090
4 H 2.7670 -2.3293 -1.3028  C1 1.083
5 H 1.3600 -2.7719 -0.3767  C1 1.089
6 H 4.0352 -2.1793 0.9916  C2 1.085
7 H 2.9116 -3.6333 2.8678  C3 1.092
8 H 1.6240 -3.8937 1.8616  C3 1.100
9 H 1.7632 -2.3388 2.5830  C3 1.090
10 O 0.5002 0.7892 -3.5297  H11 0.964, H12 0.974
11 H 1.4522 0.6363 -3.5046  O10 0.964
12 H 0.3089 0.7581 -4.4842  O10 0.974
13 O -4.9513 5.1827 1.2777  H14 0.954, H15 0.965
14 H -4.2660 5.7665 1.5943  O13 0.954
15 H -4.4980 4.3472 1.1111  O13 0.965
16 O 0.3358 0.3140 -0.1519  H17 0.981, H18 0.956
17 H 0.5042 -0.1219 -1.0148  O16 0.981
18 H 1.1584 0.3982 0.3273  O16 0.956
19 O -4.2850 2.8841 -0.4232  H20 0.976, H21 0.970
20 H -3.9470 2.4391 0.3775  O19 0.976
21 H -4.6326 2.0781 -0.8352  O19 0.970

## Properties
E_LUMO = 0.48 eV
SMILES = C=CC.O.O.O.O
highest occupied orbital energy = -9.88 eV
HOMO-LUMO gap = 10.36 eV
charge = 0


Of them, run w has the lowest stability.


Run w
C3H8N3S | ωB97M-V with the def2-TZVPD basis set

Bonds (Å) are listed after each position.
CARTESIAN COORDINATES (ANGSTROEM)
1 C 1.2333 -0.3579 0.9331  C2 1.552, N5 1.481, H8 1.121, H9 1.015
2 C 0.2274 0.3050 1.9108  C1 1.552, S7 1.812, H10 1.031, H11 1.104
3 C -0.9233 -0.4051 -0.5084  N5 1.474, N6 1.368, S7 1.881, H12 1.074
4 N 1.2306 0.0458 -1.3307  N5 1.234, H13 1.011
5 N 0.5431 -0.3303 -0.3769  C1 1.481, C3 1.474, N4 1.234
6 N -1.3207 0.2244 -1.6563  C3 1.368, H14 1.024, H15 1.007
7 S -1.2556 0.7253 0.9578  C2 1.812, C3 1.881
8 H 2.0627 0.3135 0.5894  C1 1.121
9 H 1.4059 -1.3428 1.1060  C1 1.015
10 H 0.0870 -0.2068 2.7942  C2 1.031
11 H 0.5735 1.3085 2.2154  C2 1.104
12 H -1.4701 -1.3273 -0.4491  C3 1.074
13 H 0.7106 -0.0339 -2.1935  N4 1.011
14 H -2.1907 -0.0403 -2.1281  N6 1.024
15 H -0.9135 1.1221 -1.8638  N6 1.007

## Properties
E_LUMO (spin up / spin down) = -3.64 / -8.33 eV
<S²> = 2.008
highest occupied orbital energy (spin up / spin down) = -11.34 / -14.51 eV
HOMO-LUMO gap (spin up / spin down) = 7.70 / 6.18 eV
spin multiplicity = 3
charge = +1


Run x
C3H8N3S | ωB97M-V with the def2-TZVPD basis set

Bonds (Å) are listed after each position.
CARTESIAN COORDINATES (ANGSTROEM)
1 C -1.6501 0.8470 -0.6383  C2 1.336, N4 1.413, H8 1.032
2 C -2.4403 -0.0168 0.0050  C1 1.336, S7 1.807, H10 1.119
3 C 0.5665 0.0857 0.0180  N4 1.315, N5 1.329, H11 1.152
4 N -0.2449 0.7649 -0.7621  C1 1.413, C3 1.315, H13 1.120
5 N 1.8874 0.1274 -0.1260  C3 1.329, N6 1.454, H12 1.042
6 N 2.8637 -0.3924 0.8178  N5 1.454, H14 1.056, H15 1.018
7 S -2.3293 -1.7062 0.6358  C2 1.807, H9 1.301
8 H -2.1161 1.6671 -1.0575  C1 1.032
9 H -1.3906 -1.9945 -0.2175  S7 1.301
10 H -3.4739 0.3492 0.2277  C2 1.119
11 H 0.0523 -0.2427 0.9957  C3 1.152
12 H 2.4776 0.6092 -0.8365  N5 1.042
13 H 0.2484 1.3432 -1.5846  N4 1.120
14 H 2.5069 -0.0476 1.7505  N6 1.056
15 H 3.0423 -1.3935 0.7719  N6 1.018

## Properties
E_LUMO (spin up / spin down) = -3.25 / -7.26 eV
<S²> = 2.008
highest occupied orbital energy (spin up / spin down) = -9.80 / -13.97 eV
HOMO-LUMO gap (spin up / spin down) = 6.54 / 6.71 eV
spin multiplicity = 3
charge = +1


Of them, run x has the lowest stability.


Run w
BF4H24O12 | ωB97M-V with the def2-TZVPD basis set

Bonds (Å) are listed after each position.
CARTESIAN COORDINATES (ANGSTROEM)
1 B 0.1363 -0.7743 -0.9383  F2 1.438, F3 1.371, F4 1.389, F5 1.337
2 F -0.5367 0.2937 -0.2503  B1 1.438
3 F 1.1923 -1.1333 -0.1403  B1 1.371
4 F -0.7787 -1.8043 -1.1173  B1 1.389
5 F 0.5553 -0.3243 -2.1253  B1 1.337
6 O 1.8243 -3.0913 1.6927  H7 0.963, H8 0.981
7 H 1.6613 -2.5063 0.9447  O6 0.963
8 H 2.4713 -3.7333 1.3297  O6 0.981
9 O -2.7887 0.0317 -2.9393  H10 0.972, H11 0.956
10 H -3.6947 -0.3093 -2.8563  O9 0.972
11 H -2.1227 -0.6533 -2.9823  O9 0.956
12 O -0.8197 0.8547 2.3127  H13 0.963, H14 0.945
13 H -0.9347 0.7867 1.3587  O12 0.963
14 H -1.0377 0.0457 2.7507  O12 0.945
15 O -2.9777 -0.8943 0.1797  H16 0.932, H17 0.946
16 H -2.8947 -1.3643 0.9807  O15 0.932
17 H -2.0667 -0.8153 -0.0623  O15 0.946
18 O -3.0487 1.9737 0.3817  H19 0.935, H20 0.957
19 H -3.4427 2.3467 -0.3793  O18 0.935
20 H -3.1977 1.0317 0.2977  O18 0.957
21 O -0.4727 3.1657 0.2827  H22 0.958, H23 0.960
22 H 0.2283 2.5167 0.3607  O21 0.958
23 H -1.2847 2.6587 0.3517  O21 0.960
24 O 2.5953 1.6517 -2.0163  H25 0.966, H26 0.947
25 H 3.4513 1.3257 -1.7083  O24 0.966
26 H 2.1553 0.8517 -2.2673  O24 0.947
27 O -0.6357 2.0987 -2.4693  H28 0.941, H29 0.936
28 H -0.5637 1.1607 -2.4563  O27 0.941
29 H -0.6337 2.4257 -1.5923  O27 0.936
30 O 4.1153 -0.7453 0.5467  H31 0.952, H32 0.953
31 H 3.3343 -0.8443 1.0817  O30 0.952
32 H 4.8733 -1.1293 0.9777  O30 0.953
33 O 1.7823 -0.1623 2.3867  H34 0.946, H35 0.976
34 H 1.1523 -0.0423 1.6907  O33 0.946
35 H 1.1403 -0.1963 3.1207  O33 0.976
36 O 1.9603 2.0627 0.7687  H37 0.971, H38 0.949
37 H 2.1493 1.4207 0.0647  O36 0.971
38 H 2.4263 1.6717 1.4967  O36 0.949
39 O -1.6697 -3.3233 0.6917  H40 0.960, H41 0.927
40 H -2.4687 -3.5713 0.2207  O39 0.960
41 H -1.1347 -2.9573 0.0297  O39 0.927

## Properties
E_LUMO = 2.66 eV
highest occupied orbital energy = -6.92 eV
HOMO-LUMO gap = 9.58 eV
charge = -1


Run x
BF4H24O12 | ωB97M-V with the def2-TZVPD basis set

Bonds (Å) are listed after each position.
CARTESIAN COORDINATES (ANGSTROEM)
1 B -28.6807 1.8043 20.1909  F2 1.383, F3 1.373, F4 1.406, F5 1.412
2 F -28.0398 1.0304 21.1418  B1 1.383
3 F -28.5283 3.1526 20.3993  B1 1.373
4 F -28.2266 1.5433 18.8864  B1 1.406
5 F -30.0605 1.5041 20.2082  B1 1.412
6 O -29.9051 3.7161 17.2570  H7 0.957, H8 0.965
7 H -29.9229 3.1664 18.0398  O6 0.957
8 H -29.4748 3.1824 16.5780  O6 0.965
9 O -28.4974 1.9528 15.6452  H10 0.965, H11 0.973
10 H -27.9562 1.3512 16.1707  O9 0.965
11 H -28.6428 1.2959 14.9426  O9 0.973
12 O -26.8523 3.2672 22.6094  H13 0.934, H14 1.012
13 H -27.2267 4.1224 22.6488  O12 0.934
14 H -27.5537 2.6642 22.1992  O12 1.012
15 O -25.1695 0.8460 19.5844  H16 0.948, H17 0.918
16 H -25.3125 1.7740 19.4567  O15 0.948
17 H -24.3911 0.6490 19.1401  O15 0.918
18 O -29.8510 -0.9397 19.0691  H19 0.969, H20 0.949
19 H -29.9739 -0.2513 19.7403  O18 0.969
20 H -28.9067 -1.0248 19.0183  O18 0.949
21 O -27.1272 -1.3357 19.3020  H22 0.951, H23 0.950
22 H -26.9055 -0.4633 19.6085  O21 0.951
23 H -26.8001 -1.4172 18.4143  O21 0.950
24 O -28.7300 5.6936 19.6020  H25 0.947, H26 0.965
25 H -29.6718 5.7519 19.6844  O24 0.947
26 H -28.5638 4.7489 19.7084  O24 0.965
27 O -26.7958 3.7502 17.8045  H28 0.945, H29 0.944
28 H -26.9045 3.6713 18.7403  O27 0.945
29 H -27.4204 4.3736 17.4702  O27 0.944
30 O -31.0076 0.8134 17.3799  H31 0.961, H32 0.957
31 H -30.7237 0.2600 18.1131  O30 0.961
32 H -30.1680 0.9564 16.9429  O30 0.957
33 O -25.3748 3.6559 20.2983  H34 0.953, H35 0.946
34 H -25.8829 3.4459 21.0767  O33 0.953
35 H -24.5038 3.6917 20.6669  O33 0.946
36 O -26.4554 0.5043 16.6976  H37 0.932, H38 1.008
37 H -26.4785 0.9041 17.5391  O36 0.932
38 H -25.5186 0.1320 16.6865  O36 1.008
39 O -26.8168 -0.7968 22.6060  H40 0.964, H41 0.968
40 H -27.3593 -0.1434 22.1508  O39 0.964
41 H -25.9040 -0.7197 22.2921  O39 0.968

## Properties
E_LUMO = 2.26 eV
highest occupied orbital energy = -6.96 eV
HOMO-LUMO gap = 9.21 eV
charge = -1


Of them, run w has the lowest stability.